Entry 1:
Below is a 2-piece molecular cluster, CH3BrClN overall, with properties calculated with ωB97M-V/def2-TZVPD.

Last column: natural (NBO) charge in e.
Atoms and positions in Å:
C  -0.66  -0.73  0.41  0.119
N  0.23  -0.14  -0.41  -0.755
Cl  -1.02  -2.31  -0.06  0.083
Br  -2.98  0.54  0.08  -0.499
H  -0.36  -0.64  1.48  0.238
H  0.20  -0.04  -1.47  0.424
H  0.28  0.76  -0.05  0.391

Properties
E_LUMO = -0.040 hartree
Strongest force on any atom = 2.613 eV/Å
Multiplicity = 1
M = 144.40 Da
Total energy = -3128.813767 a.u.
Relative energy (zero: lowest compared OMol25 entry of this formula, charge and spin) = 31.0 kcal per mole
Kohn-Sham gap = 8.081 eV


Entry 2:
Below is an isolated ion of composition C21H30N2O2 and charge +2, with properties calculated with ωB97M-V/def2-TZVPD.

Last column: natural (NBO) charge in e.
Atoms and positions in Å:
C  4.09  -3.84  -0.18  -0.616
C  4.56  -2.72  -1.12  -0.392
C  5.92  -2.11  -0.77  -0.404
C  6.02  -1.45  0.63  -0.404
C  5.69  0.06  0.61  -0.391
C  4.22  0.28  0.19  -0.413
C  3.63  1.60  0.79  -0.419
C  2.99  2.52  -0.31  -0.216
N  1.51  2.28  -0.28  -0.239
C  0.70  3.21  0.22  0.118
C  -0.64  2.99  0.29  -0.208
C  -1.12  1.77  -0.17  0.025
C  -2.58  1.48  -0.07  0.052
C  -2.94  0.21  0.37  -0.203
C  -4.26  -0.11  0.52  0.112
N  -5.19  0.81  0.25  -0.257
C  -6.62  0.42  0.48  0.106
O  -6.75  -0.86  -0.04  -0.553
C  -7.79  -1.61  0.58  0.802
C  -8.93  -2.00  -0.34  -0.733
O  -7.71  -1.92  1.74  -0.498
C  -4.87  2.02  -0.19  0.110
C  -3.58  2.40  -0.36  -0.208
C  -0.27  0.83  -0.72  -0.202
C  1.07  1.12  -0.76  0.105
H  4.82  -4.65  -0.08  0.223
H  3.75  -3.49  0.80  0.194
H  3.21  -4.31  -0.64  0.209
H  4.67  -3.18  -2.11  0.214
H  3.74  -1.99  -1.22  0.166
H  6.71  -2.86  -0.85  0.226
H  6.12  -1.32  -1.50  0.196
H  7.08  -1.50  0.92  0.223
H  5.46  -1.98  1.41  0.204
H  6.32  0.49  -0.17  0.209
H  5.89  0.53  1.58  0.212
H  3.64  -0.57  0.58  0.206
H  4.09  0.25  -0.90  0.194
H  2.82  1.28  1.46  0.210
H  4.34  2.14  1.40  0.246
H  3.19  3.54  0.00  0.238
H  3.38  2.30  -1.30  0.241
H  1.13  4.14  0.58  0.259
H  -1.30  3.75  0.70  0.262
H  -2.17  -0.52  0.59  0.255
H  -4.52  -1.09  0.89  0.279
H  -7.22  1.14  -0.08  0.200
H  -6.83  0.47  1.56  0.231
H  -9.65  -1.18  -0.36  0.260
H  -9.40  -2.90  0.05  0.269
H  -8.56  -2.22  -1.34  0.251
H  -5.71  2.68  -0.37  0.255
H  -3.32  3.39  -0.71  0.263
H  -0.58  -0.13  -1.11  0.263
H  1.77  0.40  -1.16  0.265

Properties
E_LUMO = -0.283 hartree
Strongest force on any atom = 1.898 eV/Å
Total charge = +2
Multiplicity = 1
M = 342.48 Da
Total energy = -1077.622472 a.u.
Relative energy (zero: lowest compared OMol25 entry of this formula, charge and spin) = 4.5 kcal per mole
Kohn-Sham gap = 7.114 eV


Entry 3:
Below is C4H6FLaO4 as an isolated structure, with properties calculated with ωB97M-V/def2-TZVPD.

Last column: Mulliken charge in e.
Atoms and positions in Å:
O  1.66  -0.55  -1.81  -0.541
C  2.24  -0.98  -0.83  0.162
C  1.70  -1.01  0.57  -0.384
O  0.30  -1.17  0.71  -0.286
C  -0.55  -0.20  0.50  0.957
O  -1.67  -0.44  1.09  -0.256
O  -0.33  0.80  -0.19  -0.716
C  -2.55  0.66  1.36  -0.641
H  2.05  -0.09  1.07  0.351
F  -0.30  2.12  -4.42  -0.554
H  3.29  -1.33  -0.92  0.423
H  2.15  -1.85  1.10  0.382
H  -3.23  0.30  2.14  0.251
H  -1.96  1.52  1.73  0.342
H  -3.09  0.93  0.45  0.294
La  0.28  1.30  -2.54  2.215

Properties
E_LUMO = -0.344 hartree
Strongest force on any atom = 1.734 eV/Å
Total charge = +2
Multiplicity = 1
M = 275.99 Da
Total energy = -587.882156 a.u.
Relative energy (zero: lowest compared OMol25 entry of this formula, charge and spin) = 0.0 kcal per mole
Kohn-Sham gap = 9.871 eV


Repeat the third record exactly.
Below is C4H6FLaO4 as an isolated structure, with properties calculated with ωB97M-V/def2-TZVPD.

Last column: Mulliken charge in e.
Atoms and positions in Å:
O  1.66  -0.55  -1.81  -0.541
C  2.24  -0.98  -0.83  0.162
C  1.70  -1.01  0.57  -0.384
O  0.30  -1.17  0.71  -0.286
C  -0.55  -0.20  0.50  0.957
O  -1.67  -0.44  1.09  -0.256
O  -0.33  0.80  -0.19  -0.716
C  -2.55  0.66  1.36  -0.641
H  2.05  -0.09  1.07  0.351
F  -0.30  2.12  -4.42  -0.554
H  3.29  -1.33  -0.92  0.423
H  2.15  -1.85  1.10  0.382
H  -3.23  0.30  2.14  0.251
H  -1.96  1.52  1.73  0.342
H  -3.09  0.93  0.45  0.294
La  0.28  1.30  -2.54  2.215

Properties
E_LUMO = -0.344 hartree
Strongest force on any atom = 1.734 eV/Å
Total charge = +2
Multiplicity = 1
M = 275.99 Da
Total energy = -587.882156 a.u.
Relative energy (zero: lowest compared OMol25 entry of this formula, charge and spin) = 0.0 kcal per mole
Kohn-Sham gap = 9.871 eV


Look up the Kohn-Sham gap of the second one. 7.114 eV


Among the records above, which one has the lowest M? CH3BrClN